No. 1
The following is a quantum chemistry calculation of 2 unconnected molecules or ions with the total composition C6H13OP, from the OMol25 dataset.

Values from the calculation:
Charge = 0
E_HOMO (spin up / spin down) = -7.47 / -7.76 eV
LUMO (spin up / spin down) = 0.0203 / -0.0030 hartree
Energy above the lowest of the compared OMol25 structures with the same formula, charge and spin = 344.48 kJ/mol
Gap between HOMO and LUMO (spin up / spin down) = 8.02 / 7.68 eV

Atoms and positions in Å:
C (3.647, -0.042, -0.085)
C (0.209, -1.321, 0.362)
C (-1.580, 0.277, -0.436)
C (0.268, -0.882, -2.024)
C (0.816, 1.855, 1.151)
C (-0.010, -0.256, -0.682)
O (3.808, -1.162, 0.160)
P (1.004, 1.350, -0.659)
H (4.152, 0.842, -0.003)
H (1.204, -1.758, 0.337)
H (-0.013, -1.106, 1.392)
H (-0.471, -2.118, -0.008)
H (-2.099, 0.223, -1.355)
H (-1.628, 1.313, -0.103)
H (-2.119, -0.351, 0.258)
H (0.330, -0.181, -2.835)
H (1.313, -1.355, -2.022)
H (-0.445, -1.773, -2.350)
H (1.253, 1.405, 2.044)
H (-0.252, 1.858, 1.160)
H (1.023, 2.944, 1.173)

No. 2
The following is a quantum chemistry calculation of a single C6H14 molecule, from the OMol25 dataset.

Values from the calculation:
Charge = 0
E_HOMO = -10.52 eV
LUMO = 0.0439 hartree
SMILES = CCC(C)CC
Energy above the lowest of the compared OMol25 structures with the same formula, charge and spin = 98.33 kJ/mol
Gap between HOMO and LUMO = 11.72 eV

Atoms and positions in Å:
C (1.701, 0.343, -1.821)
C (0.294, 0.059, -1.317)
C (0.136, 0.139, 0.227)
C (0.262, 1.598, 0.659)
C (-1.252, -0.489, 0.597)
C (-1.259, -1.603, 1.619)
H (1.765, 1.339, -2.213)
H (2.432, -0.038, -1.102)
H (1.976, -0.412, -2.574)
H (-0.064, -0.953, -1.547)
H (-0.512, 0.663, -1.743)
H (0.813, -0.611, 0.647)
H (1.033, 2.013, -0.012)
H (0.657, 1.770, 1.654)
H (-0.594, 2.203, 0.365)
H (-1.830, 0.294, 1.129)
H (-1.796, -0.650, -0.335)
H (-0.603, -1.323, 2.445)
H (-2.241, -1.765, 2.069)
H (-0.918, -2.579, 1.254)

No. 3
The following is a quantum chemistry calculation of 2 unconnected molecules or ions with the total composition C6H14, from the OMol25 dataset.

Values from the calculation:
Charge = 0
E_HOMO = -7.10 eV
LUMO = 0.0353 hartree
Energy above the lowest of the compared OMol25 structures with the same formula, charge and spin = 507.23 kJ/mol
Gap between HOMO and LUMO = 8.06 eV

Atoms and positions in Å:
C (-2.518, -0.675, 1.218)
C (-1.539, 0.003, 0.440)
C (-0.074, -0.360, 0.574)
C (0.933, 0.566, -0.122)
C (2.348, 0.213, 0.343)
C (0.851, 0.531, -1.649)
H (-2.286, -1.644, 1.645)
H (-2.318, -0.771, -0.235)
H (-3.492, -0.233, 1.385)
H (-1.698, -0.440, -1.159)
H (-1.758, 1.040, 0.185)
H (0.074, -1.400, 0.262)
H (0.113, -0.334, 1.658)
H (0.718, 1.594, 0.209)
H (3.086, 0.888, -0.105)
H (2.443, 0.282, 1.433)
H (2.609, -0.810, 0.046)
H (1.622, 1.177, -2.085)
H (1.012, -0.489, -2.022)
H (-0.124, 0.861, -2.018)

No. 4
The following is a quantum chemistry calculation of a gas-phase ion, C6H14BrNO2P (charge +1), from the OMol25 dataset.

Values from the calculation:
Charge = +1
E_HOMO (spin up / spin down) = -11.74 / -11.66 eV
LUMO (spin up / spin down) = -0.1561 / -0.1392 hartree
Energy above the lowest of the compared OMol25 structures with the same formula, charge and spin = 525.53 kJ/mol
Gap between HOMO and LUMO (spin up / spin down) = 7.49 / 7.87 eV

Atoms and positions in Å:
C (-2.394, 1.324, -1.982)
C (-0.446, -0.579, -1.040)
C (0.605, -0.507, -2.098)
C (0.248, -1.180, 1.230)
C (-0.209, -0.018, 0.296)
C (0.861, 1.149, 0.364)
N (0.349, -0.673, 2.624)
O (2.190, 0.564, 0.311)
O (0.726, 1.741, 1.666)
P (-2.135, -0.352, -1.654)
Br (-3.302, -1.263, 0.026)
H (-1.912, 1.556, -2.947)
H (1.564, -0.931, -1.672)
H (0.841, 0.451, -2.436)
H (0.236, -0.980, -3.081)
H (1.379, -1.561, 1.029)
H (-0.323, -2.010, 1.155)
H (-1.105, 0.298, 0.769)
H (0.632, 1.912, -0.452)
H (-0.540, -0.287, 3.013)
H (0.828, 0.214, 2.425)
H (0.940, -1.265, 3.236)
H (2.885, 1.347, 0.128)
H (0.464, 2.646, 1.558)
H (-2.382, -1.597, -2.467)

No. 5
The following is a quantum chemistry calculation of 2 unconnected molecules or ions with the total composition C6H14Cl3PSi, from the OMol25 dataset.

Values from the calculation:
Charge = 0
E_HOMO (spin up / spin down) = -8.65 / -7.93 eV
LUMO (spin up / spin down) = -0.0264 / -0.0657 hartree
Gap between HOMO and LUMO (spin up / spin down) = 7.93 / 6.14 eV

Atoms and positions in Å:
C (-0.534, -2.458, 1.473)
C (-0.329, -1.787, -0.983)
C (-0.359, 1.716, -1.400)
C (-1.686, 2.448, 0.700)
C (-0.886, -1.420, 0.369)
C (-1.279, 1.305, -0.189)
Si (3.865, 0.318, -0.025)
P (-0.346, 0.217, 1.039)
Cl (4.377, -0.123, -1.876)
Cl (4.500, -1.272, 1.221)
Cl (4.850, 2.011, 0.439)
H (-1.054, -3.470, 1.133)
H (0.645, -2.507, 1.683)
H (-0.866, -2.320, 2.458)
H (-0.681, -0.905, -1.594)
H (-0.777, -2.766, -1.258)
H (0.783, -1.878, -0.833)
H (-1.008, 2.302, -2.000)
H (0.648, 2.063, -1.080)
H (-0.061, 0.848, -1.978)
H (-2.537, 3.111, 0.401)
H (-0.905, 3.204, 1.028)
H (-2.120, 1.964, 1.567)
H (-1.994, -1.347, 0.227)
H (-2.244, 0.745, -0.520)

No. 6
The following is a quantum chemistry calculation of 6 unconnected molecules or ions with the total composition C6H14Cl6N4O8, from the OMol25 dataset.

Values from the calculation:
Charge = 0
E_HOMO = -10.89 eV
LUMO = -0.0060 hartree
SMILES = C[N+](=O)[O-].C[N+](=O)[O-].C[N+](=O)[O-].C[N+](=O)[O-].ClC(Cl)Cl.ClC(Cl)Cl
Energy above the lowest of the compared OMol25 structures with the same formula, charge and spin = 0.00 kJ/mol
Gap between HOMO and LUMO = 10.73 eV

Atoms and positions in Å:
C (-3.389, -1.242, -1.734)
N (-4.026, -0.577, -2.868)
O (-4.941, 0.177, -2.626)
O (-3.657, -0.934, -3.980)
H (-2.617, -1.935, -2.113)
H (-4.191, -1.699, -1.118)
H (-2.902, -0.431, -1.182)
C (-0.578, -2.023, 2.373)
N (-0.192, -2.231, 0.909)
O (0.950, -2.567, 0.661)
O (-1.015, -2.048, 0.061)
H (-0.542, -3.033, 2.798)
H (-1.613, -1.645, 2.391)
H (0.175, -1.340, 2.809)
C (-0.230, 2.471, 3.666)
N (0.248, 1.109, 3.839)
O (1.392, 0.888, 3.543)
O (-0.469, 0.236, 4.280)
H (0.023, 2.960, 4.609)
H (-1.291, 2.415, 3.506)
H (0.411, 2.832, 2.905)
C (0.515, 0.813, -0.222)
N (-0.893, 1.199, 0.118)
O (-1.661, 1.463, -0.761)
O (-1.241, 1.119, 1.300)
H (1.149, 0.852, 0.698)
H (0.813, 1.390, -1.110)
H (0.354, -0.217, -0.558)
Cl (2.010, -2.037, -2.306)
C (0.600, -1.984, -3.438)
Cl (0.961, -2.896, -4.957)
Cl (0.283, -0.281, -3.770)
H (-0.216, -2.432, -2.838)
Cl (4.384, 1.225, -2.043)
C (5.177, 2.411, -1.023)
Cl (6.505, 1.624, -0.110)
Cl (4.107, 3.290, 0.020)
H (5.607, 3.079, -1.727)

No. 7
The following is a quantum chemistry calculation of a molecular structure, C6H14ClI2NO3PW, from the OMol25 dataset.

Values from the calculation:
Charge = +3
E_HOMO (spin up / spin down) = -19.03 / -18.91 eV
LUMO (spin up / spin down) = -0.4677 / -0.4959 hartree
Spin multiplicity = 3
Gap between HOMO and LUMO (spin up / spin down) = 6.30 / 5.41 eV

Atoms and positions in Å:
I (1.035, -1.620, 1.718)
I (0.854, 0.908, 1.800)
W (0.871, -0.040, -1.465)
P (0.447, -0.021, -3.661)
C (-1.272, 0.006, -4.200)
C (1.313, 1.478, -4.168)
H (2.279, -1.571, -3.767)
H (1.511, -1.319, -5.366)
H (0.703, -2.344, -4.138)
C (1.325, -1.453, -4.296)
H (2.270, 1.563, -3.635)
H (1.497, 1.425, -5.250)
H (-1.354, 0.059, -5.294)
H (-1.775, 0.873, -3.754)
H (0.682, 2.350, -3.947)
H (-1.771, -0.903, -3.840)
C (-1.002, 0.031, -0.821)
O (-2.130, 0.065, -0.504)
Cl (3.094, 0.038, -1.126)
N (-0.711, -0.909, 6.090)
C (-0.921, 0.563, 6.016)
C (-1.013, 0.826, 4.493)
O (-0.939, 2.001, 4.089)
O (-1.008, -0.275, 3.821)
H (-1.469, -1.333, 6.607)
H (0.158, -1.118, 6.558)
H (-0.736, -1.193, 5.051)
H (-1.855, 0.806, 6.534)
H (-0.083, 1.110, 6.458)

No. 8
The following is a quantum chemistry calculation of a molecular structure, C6H14ClMgN2O2, from the OMol25 dataset.

Values from the calculation:
Charge = +1
E_HOMO = -10.81 eV
LUMO = -0.3370 hartree
Energy above the lowest of the compared OMol25 structures with the same formula, charge and spin = 572.12 kJ/mol
Gap between HOMO and LUMO = 1.64 eV

Atoms and positions in Å:
Mg (1.555, 4.651, 5.038)
Cl (1.304, 2.069, 3.234)
C (-0.959, -5.361, 1.757)
O (-1.945, -5.090, 1.186)
N (0.113, -4.590, 1.904)
C (1.298, -5.140, 2.577)
C (0.166, -3.233, 1.429)
H (-0.812, -6.347, 2.226)
H (1.697, -4.519, 3.379)
H (2.152, -5.225, 1.905)
H (1.119, -6.152, 2.940)
H (0.720, -2.546, 2.069)
H (0.405, -3.080, 0.377)
H (-0.871, -2.904, 1.489)
C (-1.482, 4.337, -1.567)
O (-2.435, 5.212, -1.620)
N (-0.600, 4.005, -2.497)
C (0.362, 2.960, -2.221)
C (-0.609, 4.611, -3.899)
H (-1.204, 3.937, -0.580)
H (0.388, 2.125, -2.921)
H (0.202, 2.672, -1.182)
H (1.331, 3.452, -2.301)
H (-0.303, 3.821, -4.585)
H (-1.629, 4.850, -4.201)
H (0.037, 5.488, -3.936)

These records have F_max values of 3.89, 2.20, 0.39, 5.01, 3.30, 1.95, 7.20, 5.23 eV Å⁻¹, in the order they appear.